(1)
This record from OMol25 describes a 2-piece molecular cluster, C4H10N2O2 overall in a non-equilibrium geometry. The level of theory is wB97M-V/def2-TZVPD.

Geometry as XYZ:
```
18
Properties=species:S:1:pos:R:3:forces:R:3
C 0.8947 -2.3762 1.9130 0.605 1.132 1.986
C 0.7492 -1.6931 0.5910 -2.993 -1.633 1.184
O 1.7499 -1.2420 0.0070 0.521 0.164 -0.319
N -0.5003 -1.4578 0.2474 0.124 1.233 -1.990
H 0.7138 -1.3977 2.4301 -0.184 -0.765 0.486
H 1.8778 -2.6172 2.2980 0.369 -0.309 -0.710
H -0.6192 -0.8172 -0.5134 0.184 0.460 -0.720
H -1.4503 -1.7455 0.4955 1.042 -0.803 1.140
H 0.1628 -3.1306 2.2732 0.205 0.580 -1.052
C -0.2054 1.4418 -2.0301 0.432 -0.263 -2.171
C -1.1096 1.9810 -0.9670 1.584 0.520 2.973
O -2.2747 2.2367 -0.9802 -0.253 -0.060 -0.785
N -0.3146 2.2208 0.2270 -0.509 -1.103 -1.622
H -0.4694 2.9137 0.9299 -0.653 0.185 0.096
H 0.5625 1.7405 0.2726 0.355 0.441 -0.069
H -0.0138 2.2406 -2.7831 -0.015 -0.219 0.736
H -0.5196 0.6341 -2.6928 -1.042 -0.032 0.272
H 0.7660 1.0680 -1.7180 0.231 0.475 0.565
```
Positions in Å, forces in eV/Å.

For the largest force on an atom, the calculation gives 3.61 eV Å⁻¹. The calculation puts the HOMO energy (alpha / beta) at -13.437 / -13.391 eV. As for the expectation value of S²: 0.76. For the energy above the lowest of the compared OMol25 structures with the same formula, charge and spin, the calculation gives 59.8 kcal per mole. As for the HOMO-LUMO gap (alpha / beta): 9.118 / 3.764 eV. As for the total charge: +1. The spin multiplicity is 2.

***

(2)
This record from OMol25 describes C4H10N2O3 as an isolated structure in a non-equilibrium geometry. The level of theory is wB97M-V/def2-TZVPD.

Geometry as XYZ:
```
19
Properties=species:S:1:pos:R:3:forces:R:3
C 0.4636 1.8360 -0.3827 0.143 -0.434 -0.176
C -0.1446 0.9305 0.6694 -1.798 0.940 0.886
O 0.6370 0.9781 1.8138 -0.095 -0.407 -0.464
O -1.4335 0.9833 0.8701 1.141 0.385 0.170
H 0.0320 0.7094 2.5239 0.002 0.040 -0.101
H 0.2304 2.8572 -0.0748 -0.036 -0.115 0.061
H 0.0029 1.6575 -1.3531 0.011 0.016 0.020
H 1.5460 1.7266 -0.4527 -0.037 0.011 -0.020
C 0.1364 -0.9103 -0.0385 -0.948 -0.620 -0.557
N 1.0389 -1.0516 -1.1458 0.100 0.199 -0.142
N 0.4414 -1.7155 1.0965 -0.066 0.131 0.216
C -1.2493 -0.8331 -0.3365 1.279 -0.534 -0.455
O -1.6443 -0.5079 -1.5575 0.048 0.074 0.422
H -2.5817 -0.2640 -1.5485 0.125 -0.015 0.019
H 0.6909 -0.5952 -1.9821 0.053 -0.013 0.047
H 1.9377 -0.6437 -0.9137 -0.003 0.008 -0.073
H 0.6692 -2.6654 0.8207 0.099 0.117 0.019
H 1.2114 -1.3099 1.6181 -0.058 -0.097 0.014
H -1.9846 -1.1818 0.3736 0.041 0.313 0.114
```
Positions in Å, forces in eV/Å.

For the largest force on an atom, the calculation gives 2.21 eV Å⁻¹. The calculation puts the HOMO energy at -7.406 eV. For the energy above the lowest of the compared OMol25 structures with the same formula, charge and spin, the calculation gives 79.9 kcal per mole. As for the HOMO-LUMO gap: 7.661 eV. As for the total charge: 0.

***

(3)
This record from OMol25 describes C4H10N2O3 as an isolated structure in a non-equilibrium geometry. The level of theory is wB97M-V/def2-TZVPD.

Geometry as XYZ:
```
19
Properties=species:S:1:pos:R:3:forces:R:3
C -0.0657 2.1258 0.8209 -0.011 -0.073 -0.221
C 0.7175 0.8764 0.5595 -0.528 0.406 -1.581
C 0.4537 -0.3075 1.3215 -0.920 -1.272 -0.968
H 1.7310 1.0221 0.1974 -0.039 0.059 -0.037
H 0.3015 2.5969 1.7369 -0.008 -0.037 -0.046
H -1.1185 1.8763 0.9622 0.013 0.031 0.039
H 0.0270 2.8308 -0.0049 -0.014 0.036 0.065
H -0.2919 -0.2248 2.1048 0.124 0.066 0.093
H 1.3242 -0.8974 1.5902 -0.027 -0.018 0.041
N 0.0033 0.1486 -1.0299 -0.471 -0.314 1.168
C -0.5530 -1.1644 0.0013 1.414 0.449 1.847
N 0.0391 -2.3700 -0.3727 0.081 0.022 -0.495
O 1.0553 -0.1283 -1.8946 -0.504 0.298 -0.208
O -1.1001 0.6129 -1.7911 1.316 0.381 0.121
O -1.7655 -1.0870 0.1844 -0.464 0.331 -0.564
H 0.6411 -0.5032 -2.6951 0.045 -0.031 0.321
H -1.8698 0.2528 -1.3089 0.089 -0.382 0.400
H -0.5496 -3.1734 -0.2075 0.084 0.108 0.001
H 1.0202 -2.4865 -0.1746 -0.181 -0.062 0.023
```
Positions in Å, forces in eV/Å.

For the largest force on an atom, the calculation gives 2.37 eV Å⁻¹. The calculation puts the HOMO energy at -8.427 eV. For the energy above the lowest of the compared OMol25 structures with the same formula, charge and spin, the calculation gives 134.3 kcal per mole. As for the HOMO-LUMO gap: 9.189 eV. As for the total charge: 0.

***

(4)
This record from OMol25 describes one molecule with the formula C4H10N2O3S in a non-equilibrium geometry. The level of theory is wB97M-V/def2-TZVPD.

Geometry as XYZ:
```
20
Properties=species:S:1:pos:R:3:forces:R:3
C 1.2904 1.2089 -0.5276 -1.616 -4.804 0.772
C 1.1264 0.2936 -1.8046 0.431 1.563 0.554
C 0.0897 0.6604 0.4165 0.719 0.619 -1.057
C -0.8117 1.7673 0.9454 2.285 -0.139 2.841
N -0.6442 -0.2139 -0.5469 -1.156 -1.487 2.733
N -1.1577 -2.2090 1.3060 -0.197 0.616 2.476
O -1.1408 -2.6272 -1.0881 -0.142 0.140 0.407
O 0.9561 -2.2303 0.0893 2.040 0.097 0.750
O -0.2897 0.0297 -1.8534 0.680 0.287 -0.101
S -0.4089 -1.9294 -0.0737 -1.495 0.294 -3.051
H 2.2337 1.0676 -0.0997 1.492 -0.578 0.809
H 1.1724 2.2073 -0.5555 -0.669 3.478 -1.169
H 1.4854 0.8433 -2.7131 -0.657 -0.823 0.578
H 1.6043 -0.6848 -1.6562 0.344 0.571 -0.151
H 0.3467 0.0905 1.3328 0.517 -0.048 -0.922
H -1.0716 2.4380 0.2353 -1.195 1.828 -2.694
H -0.2110 2.4769 1.6723 -1.107 -1.742 -0.859
H -1.6935 1.3386 1.4062 -0.069 0.129 0.294
H -2.1338 -2.4966 1.2437 0.502 0.327 0.040
H -0.7422 -2.0309 2.2713 -0.707 -0.328 -2.251
```
Positions in Å, forces in eV/Å.

For the largest force on an atom, the calculation gives 5.13 eV Å⁻¹. The calculation puts the HOMO energy at -9.287 eV. For the energy above the lowest of the compared OMol25 structures with the same formula, charge and spin, the calculation gives 90.6 kcal per mole. As for the HOMO-LUMO gap: 9.644 eV. As for the total charge: 0. The SMILES is C[C@@H]1CCON1S(N)(=O)=O.

***

(5)
This record from OMol25 describes one molecule with the formula C4H10N2O3S in a non-equilibrium geometry. The level of theory is wB97M-V/def2-TZVPD.

Geometry as XYZ:
```
20
Properties=species:S:1:pos:R:3:forces:R:3
C 1.3477 -0.5402 -1.2809 0.150 -1.454 -1.863
C 1.7096 -1.3259 -0.0396 -0.283 -0.563 1.080
C -0.1876 -0.4810 -1.3726 -0.351 1.674 2.331
C -0.7191 0.0740 0.6089 -0.040 -1.036 -1.842
N -2.3122 1.8688 1.2951 3.464 -2.814 1.296
N -1.2235 1.3839 0.4605 -0.960 0.426 0.114
O 1.1447 -0.6194 2.5598 -0.621 -0.095 -1.259
O 1.6121 1.1526 0.8908 -0.710 -0.871 0.132
O -0.6235 -1.7516 -1.5848 -2.956 -0.481 -1.280
S 0.9655 -0.1405 1.1891 2.027 0.862 1.840
H 1.7258 0.4411 -1.1343 0.315 0.867 -0.044
H 1.9212 -0.9500 -2.1959 -1.407 0.405 1.045
H 1.3407 -2.3802 0.1177 -0.407 1.309 -0.480
H 2.7975 -1.4790 0.1233 -0.567 0.926 0.189
H -0.6676 0.4611 -1.8877 0.728 -2.130 0.732
H -1.4414 -0.5594 1.1889 0.770 0.212 -0.957
H -2.1372 2.7523 1.6593 0.631 1.627 0.701
H -3.1167 1.8530 0.8066 -3.027 0.093 -2.202
H -0.5053 2.0642 0.3690 0.648 0.539 -0.129
H -1.6306 -1.8239 -1.7733 2.594 0.502 0.598
```
Positions in Å, forces in eV/Å.

For the largest force on an atom, the calculation gives 4.65 eV Å⁻¹. The calculation puts the HOMO energy at -7.979 eV. For the energy above the lowest of the compared OMol25 structures with the same formula, charge and spin, the calculation gives 117.8 kcal per mole. As for the HOMO-LUMO gap: 8.387 eV. As for the total charge: 0.

***

(6)
This record from OMol25 describes one molecule with the formula C4H10N2OS in a non-equilibrium geometry. The level of theory is wB97M-V/def2-TZVPD.

Geometry as XYZ:
```
18
Properties=species:S:1:pos:R:3:forces:R:3
C 1.2013 -0.0117 0.0768 1.015 -0.256 -0.642
C 0.0998 -0.6896 0.3956 -0.582 1.254 -0.626
C 1.3248 1.4896 -0.2215 0.340 -1.784 3.733
C 0.0999 -2.1554 0.6897 -0.178 -0.561 -1.131
N -1.4093 1.4057 1.0668 -0.677 1.520 1.748
N -1.7835 0.6083 -1.4094 3.832 0.003 1.424
O -2.6305 -0.8145 0.4291 0.388 0.574 0.647
S -1.5843 0.1872 0.2600 -0.500 -2.685 -2.181
H 2.1610 -0.6526 0.0326 -1.449 1.170 0.192
H 0.3946 1.9295 0.0732 -0.417 0.544 -0.592
H 2.0092 1.8190 0.6170 -0.194 0.070 -1.258
H 1.6853 1.6971 -1.1753 0.661 0.509 -1.505
H 0.8126 -2.6228 -0.0366 -1.023 0.071 0.268
H -0.9296 -2.5347 0.6324 0.444 -0.207 -0.308
H 0.4973 -2.4822 1.6334 0.049 0.524 0.813
H -2.2615 1.9640 1.2344 0.605 -0.415 -0.287
H -0.9240 0.3841 -1.9162 -0.672 0.283 0.006
H -2.6031 0.6103 -1.9371 -1.640 -0.615 -0.299
```
Positions in Å, forces in eV/Å.

For the largest force on an atom, the calculation gives 4.15 eV Å⁻¹. The calculation puts the HOMO energy at -9.301 eV. For the energy above the lowest of the compared OMol25 structures with the same formula, charge and spin, the calculation gives 91.6 kcal per mole. As for the HOMO-LUMO gap: 10.130 eV. As for the total charge: 0. The SMILES is C/C=C(/C)[S@@](=N)(N)=O.

***

Q: Look up the total charge of the sixth one.
A: 0